(1)
DFT (wB97M-V/def2-TZVPD) results for a 10-piece molecular cluster, C20H58O10S9Si overall in a non-equilibrium geometry.

Element x y z (Å)
1 C 1.7868 1.8752 4.1850
2 C 0.6424 2.3191 4.1943
3 Si -1.1656 2.9395 4.2201
4 O -2.2799 1.6631 4.6239
5 H 2.9057 1.8963 4.1224
6 H -1.5791 3.4676 2.9242
7 H -1.3616 3.9874 5.2300
8 H -3.0091 1.7931 3.9833
9 C -3.1554 7.3536 5.3757
10 S -1.4908 7.7554 5.9424
11 O -0.6260 6.5799 5.6517
12 C -1.8825 7.7162 7.7032
13 H -3.1420 7.2863 4.2880
14 H -3.4694 6.3964 5.7952
15 H -3.8442 8.1427 5.6817
16 H -2.2782 6.7359 7.9738
17 H -2.6140 8.4932 7.9306
18 H -0.9674 7.9056 8.2641
19 C 1.3659 3.7628 0.2183
20 S 0.9617 5.1823 1.2513
21 O -0.4657 5.0395 1.6659
22 C 1.0191 6.3994 -0.0797
23 H 1.3505 2.8666 0.8395
24 H 0.6281 3.6624 -0.5807
25 H 2.3599 3.8926 -0.2027
26 H 0.3057 6.1301 -0.8605
27 H 2.0292 6.4400 -0.4907
28 H 0.7560 7.3742 0.3317
29 C -2.1169 -0.6626 2.2578
30 S -0.4488 -0.8347 1.5961
31 O -0.1866 0.3518 0.7204
32 C -0.8238 -2.2289 0.5196
33 H -2.1340 0.1875 2.9410
34 H -2.8227 -0.4893 1.4440
35 H -2.3867 -1.5684 2.8014
36 H -1.6120 -1.9556 -0.1823
37 H -1.1382 -3.0796 1.1227
38 H 0.0772 -2.4920 -0.0331
39 C 2.5732 -5.5815 -2.6774
40 S 2.1646 -4.1670 -1.6372
41 O 0.7342 -4.3174 -1.2134
42 C 2.2105 -2.9475 -2.9637
43 H 2.5670 -6.4814 -2.0591
44 H 1.8335 -5.6817 -3.4742
45 H 3.5678 -5.4430 -3.1036
46 H 1.4955 -3.2159 -3.7420
47 H 3.2172 -2.9011 -3.3798
48 H 1.9458 -1.9746 -2.5476
49 C -3.2838 -4.8890 -1.1897
50 S -3.8253 -3.2424 -0.6939
51 O -3.5878 -3.1164 0.7727
52 C -5.5868 -3.5488 -0.9279
53 H -2.1990 -4.9411 -1.0851
54 H -3.7482 -5.6408 -0.5491
55 H -3.5560 -5.0627 -2.2319
56 H -5.9038 -4.3859 -0.3040
57 H -5.7811 -3.7678 -1.9788
58 H -6.1343 -2.6521 -0.6380
59 C 1.2314 -9.4227 1.1729
60 S 1.2779 -8.3409 -0.2692
61 O 2.6327 -7.7163 -0.3166
62 C 0.1371 -7.1100 0.3876
63 H 1.9110 -10.2572 1.0008
64 H 1.5491 -8.8724 2.0599
65 H 0.2180 -9.8029 1.3090
66 H 0.5249 -6.7071 1.3246
67 H -0.8389 -7.5708 0.5511
68 H 0.0409 -6.3044 -0.3413
69 C 0.9179 -2.8309 -8.6049
70 S 0.8837 -1.8567 -7.0871
71 O 1.8782 -2.4561 -6.1490
72 C -0.7539 -2.3986 -6.5591
73 H 1.8804 -2.6767 -9.0925
74 H 0.7952 -3.8893 -8.3697
75 H 0.1184 -2.4978 -9.2684
76 H -0.7696 -3.4852 -6.4555
77 H -1.4963 -2.0802 -7.2920
78 H -0.9780 -1.9391 -5.5963
79 C 5.4536 6.2566 1.4477
80 S 5.5012 4.4613 1.2861
81 O 4.1827 4.0278 0.7390
82 C 5.4889 4.1172 3.0560
83 H 5.4165 6.6919 0.4491
84 H 4.5658 6.5555 2.0078
85 H 6.3542 6.5997 1.9590
86 H 4.5987 4.5532 3.5129
87 H 6.3883 4.5320 3.5132
88 H 5.4771 3.0364 3.1966
89 C -1.1443 2.0797 -3.7987
90 S -1.0939 0.2850 -3.9631
91 O -2.4161 -0.1535 -4.5066
92 C -1.0926 -0.0596 -2.1965
93 H -1.1880 2.5168 -4.7963
94 H -2.0292 2.3756 -3.2331
95 H -0.2415 2.4233 -3.2917
96 H -1.9800 0.3728 -1.7323
97 H -0.1924 0.3572 -1.7437
98 H -1.1001 -1.1398 -2.0558

Values from the calculation:
gap between HOMO and LUMO	8.626	eV
energy	-5422.0786	Eh
E_HOMO	-8.127	eV
2S+1	1
largest force on an atom	1.932	eV/A

=====

(2)
DFT (wB97M-V/def2-TZVPD) results for a 8-piece molecular cluster, C20H59N3O8 overall in a non-equilibrium geometry.

Element x y z (Å)
1 C -0.4388 -4.9587 -1.8547
2 O 0.7802 -4.4414 -2.3255
3 C 0.6643 -3.2695 -3.0804
4 C 2.0732 -2.7105 -3.2647
5 C 2.7298 -2.1424 -2.0197
6 N 2.1234 -1.6274 -4.2638
7 H -0.2361 -5.8455 -1.2577
8 H -1.1145 -5.2992 -2.6486
9 H -0.9946 -4.2205 -1.2687
10 H 0.2438 -3.4577 -4.0749
11 H 0.0201 -2.5075 -2.6209
12 H 2.6802 -3.4915 -3.7333
13 H 2.7220 -2.7843 -1.1264
14 H 2.0779 -1.3290 -1.6826
15 H 3.7676 -1.8415 -2.1222
16 H 1.6624 -0.7845 -3.8827
17 H 3.0394 -1.1963 -4.3526
18 C 0.5187 0.9181 -2.4365
19 O 1.4184 1.0056 -3.5237
20 C 2.2868 2.1140 -3.5999
21 C 3.3441 2.1499 -2.4933
22 C 4.1958 3.4457 -2.5837
23 N 4.2531 1.0432 -2.7221
24 H -0.1403 0.0596 -2.5267
25 H -0.1340 1.7988 -2.5320
26 H 1.0949 0.9995 -1.5151
27 H 2.7770 2.1764 -4.5725
28 H 1.6713 3.0255 -3.6185
29 H 2.8539 2.2052 -1.5135
30 H 3.5111 4.3024 -2.6226
31 H 4.8002 3.5721 -3.4826
32 H 4.8436 3.6322 -1.7269
33 H 4.8715 0.8623 -1.9343
34 H 3.6235 0.2445 -2.6327
35 C -3.4524 3.9232 4.1588
36 O -3.8319 2.6648 3.6251
37 C -3.7851 2.6423 2.2123
38 C -2.4521 2.6000 1.4862
39 C -2.6563 2.5102 -0.0377
40 N -1.7184 1.4590 2.0191
41 H -4.2151 4.6627 3.8988
42 H -2.4138 4.1618 3.9290
43 H -3.5259 3.8560 5.2462
44 H -4.2495 1.6964 1.9002
45 H -4.4888 3.4213 1.8930
46 H -2.0448 3.6034 1.6882
47 H -3.2920 1.6372 -0.2240
48 H -1.7122 2.3484 -0.5524
49 H -3.2715 3.3305 -0.4099
50 H -0.7697 1.7015 2.3242
51 H -2.1432 1.3473 2.9412
52 C -3.5123 -1.7147 2.3419
53 C -4.6112 -1.8511 3.4228
54 O -3.9844 -2.0041 4.6863
55 H -3.0541 -2.6838 2.1444
56 H -2.8005 -0.9190 2.5414
57 H -4.0773 -1.5613 1.4130
58 H -5.0735 -2.7837 3.0966
59 H -5.3510 -1.0534 3.3463
60 H -3.6234 -1.1524 4.9473
61 C 3.6771 -2.6749 2.7614
62 C 4.0714 -1.2248 2.9832
63 O 5.2347 -0.9277 2.2169
64 H 3.7822 -2.9145 1.7045
65 H 2.6514 -2.9005 3.0626
66 H 4.2639 -3.3568 3.3797
67 H 4.2028 -0.9405 4.0293
68 H 3.2562 -0.6040 2.5961
69 H 5.8496 -0.4332 2.7620
70 C -2.6584 -1.3671 -2.0842
71 C -3.6651 -0.2858 -2.4353
72 O -4.7244 -0.1340 -1.4890
73 H -3.0013 -2.3916 -1.9244
74 H -2.0502 -1.1055 -1.2172
75 H -2.0484 -1.5094 -2.9813
76 H -4.0110 -0.4790 -3.4590
77 H -3.2745 0.7376 -2.4979
78 H -5.1023 0.7217 -1.7087
79 C 1.7293 2.2453 2.0489
80 O 0.8861 2.0803 3.1889
81 H 1.3406 1.7896 1.1405
82 H 1.9070 3.3083 1.8741
83 H 2.6976 1.7797 2.2502
84 H 1.1854 2.5990 3.9373
85 C 0.6546 -1.1844 1.3383
86 O -0.1760 -0.4598 0.4439
87 H 0.0193 -1.7522 2.0283
88 H 1.2693 -1.9121 0.8147
89 H 1.2054 -0.4488 1.9265
90 H -0.6516 0.2546 0.8872

Values from the calculation:
ΔE to the lowest compared entry with this formula, charge and spin	61.5	kcal per mole
gap between HOMO and LUMO	8.734	eV
energy	-1563.4075	Eh
E_HOMO	-8.602	eV
structure (SMILES)	COC[C@H](C)N.COC[C@H](C)N.COC[C@H](C)N.CCO.CCO.CCO.CO.CO
2S+1	1
largest force on an atom	2.357	eV/A

=====

(3)
DFT (wB97M-V/def2-TZVPD) results for a 9-piece molecular cluster, C20H59NO17 overall in a non-equilibrium geometry.

Element x y z (Å)
1 C -0.0899 0.6187 1.3783
2 O 0.1923 0.5502 0.0020
3 C 1.3107 1.2001 -0.4666
4 C 2.7020 0.5823 0.0432
5 C 3.8577 1.0348 -0.7783
6 N 2.7118 -0.8984 0.1344
7 H -0.6386 -0.2822 1.6529
8 H -0.7106 1.5019 1.5294
9 H 0.7891 0.7219 2.0145
10 H 1.2230 1.0728 -1.5456
11 H 1.1997 2.2647 -0.2605
12 H 2.9456 1.0027 1.0189
13 H 3.7060 1.1178 -1.8545
14 H 4.6137 0.2626 -0.6361
15 H 4.2099 2.0160 -0.4602
16 H 2.0434 -1.2583 0.8005
17 H 2.4540 -1.3087 -0.7518
18 O 2.5142 7.3238 -3.8835
19 C 3.6918 7.6460 -4.5744
20 C 4.6529 8.1279 -3.4288
21 O 4.3970 9.5192 -3.1558
22 H 2.2075 8.0565 -3.3444
23 H 4.0892 6.7905 -5.1205
24 H 3.5314 8.4027 -5.3424
25 H 5.6789 8.1225 -3.7968
26 H 4.6890 7.5269 -2.5203
27 H 3.5217 9.6294 -2.7772
28 O -6.0665 -1.3546 -2.7871
29 C -6.0263 0.0027 -2.4708
30 C -7.5012 0.4870 -2.2517
31 O -8.3285 0.0253 -3.3589
32 H -5.1560 -1.6540 -2.8417
33 H -5.3563 0.3070 -1.6667
34 H -5.4926 0.2365 -3.3920
35 H -7.3695 1.5586 -2.4016
36 H -7.8778 0.2915 -1.2477
37 H -8.0189 -0.8579 -3.5726
38 O -6.3773 6.5665 2.8750
39 C -5.1367 6.7254 2.2076
40 C -3.8959 6.7167 3.0459
41 O -3.5601 8.0751 3.4875
42 H -6.9659 6.7993 2.1532
43 H -5.0722 5.8598 1.5483
44 H -5.1272 7.5960 1.5517
45 H -3.0383 6.3872 2.4593
46 H -4.0690 6.1633 3.9688
47 H -4.3476 8.4641 3.8750
48 O -3.8290 -5.0649 0.4736
49 C -3.7440 -6.2691 -0.3092
50 C -2.5019 -6.2441 -1.3048
51 O -2.6859 -5.4593 -2.4585
52 H -3.9964 -4.4129 -0.2109
53 H -3.7360 -7.0909 0.4067
54 H -4.6679 -6.3555 -0.8810
55 H -2.3784 -7.2126 -1.7896
56 H -1.5233 -5.8839 -0.9875
57 H -3.4349 -5.7125 -3.0032
58 O -0.5421 -2.9844 8.0790
59 C -0.9680 -4.0793 7.2659
60 C -0.7008 -5.4217 7.9422
61 O 0.6166 -5.4370 8.4581
62 H 0.3736 -3.0652 8.3555
63 H -2.0004 -3.9697 6.9337
64 H -0.2245 -3.9368 6.4817
65 H -0.8937 -6.3109 7.3420
66 H -1.3182 -5.5637 8.8292
67 H 1.1968 -5.5544 7.7023
68 O -5.9730 2.5354 7.2424
69 C -6.2045 1.0917 7.0410
70 C -6.9122 1.0181 5.6645
71 O -8.2656 1.5433 5.5879
72 H -5.1619 2.6266 7.7478
73 H -5.2311 0.6017 7.0620
74 H -6.7404 0.5599 7.8271
75 H -6.8733 -0.0081 5.2991
76 H -6.3776 1.5154 4.8552
77 H -8.0620 2.4775 5.5020
78 O 6.4770 0.0178 -8.6067
79 C 7.8949 -0.0090 -8.3372
80 C 8.5493 -1.3653 -7.8914
81 O 7.7828 -2.0102 -6.8310
82 H 6.3829 0.5663 -9.3890
83 H 8.2053 0.3686 -9.3115
84 H 8.2182 0.8312 -7.7227
85 H 9.5865 -1.0866 -7.7054
86 H 8.7615 -1.9760 -8.7689
87 H 6.9828 -1.4807 -6.7965
88 O 5.7868 -6.2483 -2.9187
89 C 6.6192 -6.8434 -1.9681
90 C 7.1515 -5.9380 -0.9033
91 O 6.3330 -5.4988 0.1966
92 H 6.3164 -5.6443 -3.4444
93 H 6.0517 -7.6692 -1.5389
94 H 7.4948 -7.3905 -2.3176
95 H 7.6488 -5.0665 -1.3290
96 H 8.0286 -6.4445 -0.5005
97 H 5.7781 -4.7859 -0.1283

Values from the calculation:
ΔE to the lowest compared entry with this formula, charge and spin	127.5	kcal per mole
gap between HOMO and LUMO	9.336	eV
energy	-2130.9036	Eh
E_HOMO	-9.235	eV
structure (SMILES)	COC[C@H](C)N.OCCO.OCCO.OCCO.OCCO.OCCO.OCCO.OCCO.OCCO
2S+1	1
largest force on an atom	2.988	eV/A